# 1
ORCA calculation (ωB97M-V with the def2-TZVPD basis set) on a structure of composition C31H31GaN5O3SSeSi.

The calculation puts the total energy at -6713.19090 Eh. The energy above the lowest of the compared OMol25 structures with the same formula, charge and spin is 0.0 kJ/mol. As for the net charge: +1. Its HOMO-LUMO gap is 0.2502 Eh.

Element x y z (Å)
Ga1 -0.427 -0.167 0.527
C1 -2.098 -0.229 -0.463
Si1 -2.346 1.497 -1.133
C2 -1.088 2.495 -0.092
N1 0.211 1.758 0.101
C3 0.992 2.340 1.233
C4 1.433 3.776 0.980
C5 2.004 3.954 -0.441
C6 2.295 2.598 -1.075
C7 1.010 1.788 -1.185
C8 -4.026 2.224 -0.822
C9 -4.466 2.438 0.490
C10 -5.728 2.957 0.738
C11 -6.571 3.269 -0.321
C12 -6.153 3.059 -1.626
C13 -4.889 2.540 -1.874
C14 -1.869 1.619 -2.933
C15 -1.833 2.878 -3.545
C16 -1.412 3.026 -4.858
C17 -1.017 1.912 -5.588
C18 -1.051 0.655 -5.003
C19 -1.473 0.512 -3.687
H1 -2.089 -1.030 -1.201
H2 -2.890 -0.461 0.255
H3 -1.528 2.645 0.896
H4 -0.892 3.483 -0.519
H5 1.858 1.696 1.402
H6 0.366 2.278 2.123
H7 2.186 4.018 1.731
H8 0.603 4.462 1.148
H9 2.905 4.565 -0.420
H10 1.286 4.483 -1.074
H11 3.057 2.069 -0.495
H12 2.698 2.717 -2.082
H13 1.210 0.768 -1.520
H14 0.379 2.233 -1.951
H15 -3.827 2.189 1.331
H16 -6.055 3.116 1.757
H17 -7.556 3.674 -0.127
H18 -6.811 3.296 -2.452
H19 -4.575 2.377 -2.899
H20 -2.146 3.758 -2.990
H21 -1.396 4.007 -5.315
H22 -0.691 2.024 -6.614
H23 -0.755 -0.217 -5.574
H24 -1.498 -0.480 -3.249
O1 2.044 -0.414 2.790
C20 0.916 -0.292 3.219
N2 -0.228 -0.363 2.446
S1 -1.623 -0.084 3.310
O2 -2.194 1.146 2.812
O3 -2.446 -1.252 3.327
C21 -0.797 0.142 4.843
C22 -1.347 0.400 6.082
C23 -0.462 0.510 7.147
C24 0.912 0.356 6.962
C25 1.442 0.088 5.708
C26 0.564 -0.018 4.645
H25 -2.414 0.512 6.219
H26 -0.847 0.716 8.137
H27 1.574 0.446 7.814
H28 2.504 -0.039 5.550
Se1 -0.465 -4.780 0.661
N3 1.282 -4.954 0.565
C27 1.760 -3.758 0.302
C28 3.136 -3.433 0.126
C29 3.452 -2.135 -0.085
C30 2.440 -1.142 -0.109
N4 1.162 -1.382 0.028
C31 0.786 -2.696 0.235
N5 -0.475 -3.029 0.423
H29 3.885 -4.212 0.175
H30 4.477 -1.817 -0.213
H31 2.733 -0.106 -0.228

Cartesian forces (eV/Å) of the 2 atoms listed first:
Ga 0.4 0.1 -0.1
C 0.0 -0.1 0.1

Löwdin population analysis, charges in e, atoms 1 to 2: atom 1 (Ga): 0.526, atom 2 (C): -0.218

---

# 2
ORCA calculation (ωB97M-V with the def2-TZVPD basis set) on a structure of composition C38H53CrN8O2S2 in a non-equilibrium geometry.

The calculation puts the total energy at -3909.14290 Eh. As for the net charge: +1. The multiplicity is 5. Its HOMO-LUMO gap (alpha / beta) is 0.2589 / 0.2503 Eh.

Element x y z (Å)
Cr1 0.961 0.078 -0.346
C1 4.616 1.021 0.939
C2 4.525 -0.479 1.114
C3 5.684 -1.247 1.094
C4 5.629 -2.627 1.201
C5 4.400 -3.263 1.298
C6 3.221 -2.532 1.318
C7 1.880 -3.216 1.413
C8 3.306 -1.144 1.249
N1 2.086 -0.349 1.269
C9 1.844 0.323 2.331
C10 2.558 0.153 3.628
C11 0.796 1.388 2.198
C12 0.539 2.326 3.327
N2 0.283 1.481 1.042
C13 -0.714 2.487 0.742
C14 -1.980 2.479 1.339
C15 -2.408 1.528 2.435
C16 -2.905 3.427 0.903
C17 -2.584 4.355 -0.071
C18 -1.305 4.375 -0.606
C19 -0.351 3.456 -0.201
C20 1.061 3.568 -0.727
H1 5.451 1.269 0.284
H2 4.790 1.532 1.893
H3 3.714 1.442 0.498
H4 6.642 -0.751 0.979
H5 6.545 -3.207 1.196
H6 4.353 -4.345 1.359
H7 1.978 -4.287 1.231
H8 1.169 -2.798 0.701
H9 1.434 -3.083 2.405
H10 3.208 -0.716 3.613
H11 1.830 0.054 4.438
H12 3.165 1.035 3.856
H13 1.474 2.822 3.602
H14 0.180 1.794 4.211
H15 -0.191 3.079 3.048
H16 -1.675 0.757 2.647
H17 -3.333 1.023 2.156
H18 -2.601 2.088 3.358
H19 -3.897 3.427 1.348
H20 -3.327 5.069 -0.409
H21 -1.038 5.112 -1.358
H22 1.064 4.063 -1.699
H23 1.541 2.598 -0.851
H24 1.677 4.160 -0.040
C21 -0.597 -3.841 -3.873
C22 0.696 -3.131 -3.727
N3 1.707 -3.187 -4.524
N4 2.606 -2.300 -3.974
C23 2.177 -1.697 -2.871
S1 2.920 -0.522 -1.924
N5 0.963 -2.257 -2.684
N6 0.110 -1.840 -1.665
H25 -0.581 -4.432 -4.784
H26 -1.409 -3.113 -3.928
H27 -0.783 -4.500 -3.023
H28 3.479 -2.121 -4.436
H29 -0.292 -2.637 -1.189
H30 -0.632 -1.299 -2.118
C24 -2.109 5.904 -5.396
C25 -1.755 4.608 -4.710
C26 -2.736 3.809 -4.135
C27 -2.431 2.592 -3.534
C28 -3.534 1.755 -2.926
C29 -1.095 2.176 -3.501
C30 -0.086 2.961 -4.061
C31 1.354 2.510 -4.073
C32 -0.437 4.164 -4.665
C33 -0.791 0.879 -2.812
O1 -1.236 -0.178 -3.268
O2 -0.034 0.941 -1.766
H31 -3.079 6.278 -5.064
H32 -2.162 5.761 -6.479
H33 -1.358 6.672 -5.204
H34 -3.772 4.141 -4.151
H35 -4.456 2.333 -2.848
H36 -3.265 1.403 -1.925
H37 -3.727 0.872 -3.537
H38 1.641 2.041 -3.133
H39 2.021 3.353 -4.259
H40 1.520 1.776 -4.868
H41 0.345 4.771 -5.116
C34 0.222 -3.713 4.969
C35 -1.204 -3.560 4.466
N7 -1.231 -2.605 3.349
C36 -2.005 -2.586 2.248
S2 -1.537 -1.668 0.887
N8 -3.146 -3.289 2.199
C37 -4.026 -3.768 3.275
C38 -4.271 -5.267 3.194
H42 0.239 -4.358 5.848
H43 0.641 -2.743 5.257
H44 0.864 -4.160 4.206
H45 -1.839 -3.218 5.283
H46 -1.578 -4.521 4.119
H47 -0.445 -1.985 3.275
H48 -3.566 -3.255 1.285
H49 -4.972 -3.234 3.184
H50 -3.610 -3.499 4.234
H51 -4.734 -5.534 2.241
H52 -4.942 -5.583 3.995
H53 -3.334 -5.825 3.284

Cartesian forces (eV/Å) of the 2 atoms listed first:
Cr -0.4 -0.4 -1.4
C 0.1 -0.1 0.1

Löwdin population analysis, charges in e, atoms 1 to 2: atom 1 (Cr): 0.552, atom 2 (C): -0.023